[1]
Entry from the OMol25 dataset: a 9-piece molecular cluster, C25H72N6O13 overall (ωB97M-V/def2-TZVPD).

Structure (XYZ):
```
116
C25H72N6O13, DFT ωB97M-V/def2-TZVPD
C -13.0849 10.6601 -22.6960
O -13.7710 10.8397 -21.4226
C -13.1264 11.6901 -20.4623
C -13.7952 11.3807 -19.0757
N -13.4325 9.9965 -18.7524
C -14.0592 9.5104 -17.4924
C -14.2526 8.0046 -17.6278
O -15.0686 7.8030 -18.7894
C -15.3823 6.4120 -19.1507
H -13.4801 9.8598 -23.3217
H -12.0186 10.4348 -22.7106
H -13.1943 11.6327 -23.1757
H -13.1666 12.7172 -20.8250
H -12.0475 11.5637 -20.3731
H -14.8733 11.5199 -19.1565
H -13.4430 12.1760 -18.4188
H -13.8118 9.4312 -19.4984
H -14.9935 10.0421 -17.3119
H -13.3720 9.6714 -16.6618
H -14.6809 7.5932 -16.7138
H -13.3588 7.3920 -17.7454
H -14.4990 5.8200 -19.3905
H -16.0308 6.5389 -20.0175
H -15.9919 5.8211 -18.4671
C -15.0291 9.5367 -13.1087
O -15.4241 10.6708 -12.3474
C -15.8296 10.4785 -11.0268
C -14.6199 10.5371 -10.0378
N -13.8673 11.7660 -10.2945
C -12.4740 11.5466 -9.8943
C -11.7639 12.8937 -10.1011
O -10.3394 12.6598 -10.0079
C -9.6433 13.8724 -10.3158
H -15.8195 8.7864 -13.1268
H -14.1302 9.0335 -12.7528
H -14.7965 9.7251 -14.1568
H -16.3421 9.5226 -10.9191
H -16.5953 11.2279 -10.8261
H -14.0870 9.5980 -10.1866
H -14.9555 10.4500 -9.0044
H -14.0388 11.8872 -11.2825
H -12.0482 10.7376 -10.4878
H -12.3240 11.3076 -8.8415
H -12.0696 13.5933 -9.3231
H -12.0373 13.2650 -11.0888
H -9.7743 14.7374 -9.6657
H -9.9854 14.1064 -11.3240
H -8.6060 13.5671 -10.4532
C -15.5958 12.2053 -26.1384
O -15.7620 11.3701 -25.0278
C -17.0162 10.6462 -24.8029
C -16.8641 9.6589 -23.6009
N -17.2210 10.2838 -22.3647
C -17.1212 9.2984 -21.3122
C -17.5852 9.7465 -19.8836
O -19.0086 9.9750 -19.8144
C -19.3733 10.4948 -18.5584
H -16.1723 13.1303 -26.1304
H -15.8588 11.7114 -27.0738
H -14.5491 12.4988 -26.2179
H -17.2335 10.0707 -25.7027
H -17.7683 11.4230 -24.6648
H -15.8038 9.4063 -23.6109
H -17.4253 8.7465 -23.8026
H -16.4002 10.8426 -22.1799
H -16.0585 9.0572 -21.3368
H -17.6524 8.3686 -21.5156
H -17.0199 10.6098 -19.5326
H -17.3604 8.9278 -19.1999
H -18.7995 10.1326 -17.7053
H -20.4378 10.4435 -18.3293
H -18.9566 11.4949 -18.4395
C -9.1064 1.1758 -9.3973
O -9.4470 2.0104 -10.4760
C -9.2656 3.3736 -10.0994
C -9.5850 4.4621 -11.1051
N -10.8485 4.2981 -11.8342
C -11.3226 5.5406 -12.4804
C -12.6559 5.3919 -13.3185
O -13.7352 5.7155 -12.4940
C -14.9726 5.7271 -13.1984
H -8.2301 1.4344 -8.8029
H -9.1164 0.1136 -9.6416
H -9.9287 1.1251 -8.6836
H -8.2690 3.6359 -9.7440
H -9.9415 3.4804 -9.2510
H -8.7826 4.5900 -11.8317
H -9.6491 5.4502 -10.6495
H -11.6158 3.9192 -11.2978
H -10.5926 6.0086 -13.1407
H -11.5569 6.2175 -11.6588
H -12.7598 4.3357 -13.5669
H -12.5822 5.9046 -14.2776
H -15.0359 6.4259 -14.0326
H -15.7107 5.9563 -12.4298
H -15.2481 4.7430 -13.5776
C -19.8370 5.8439 -17.0824
O -19.7705 5.1684 -16.0710
N -19.3623 7.0354 -17.1470
N -20.4727 5.4754 -18.1756
H -19.4653 7.6323 -17.9552
H -18.9494 7.3757 -16.2904
H -20.5503 5.9777 -19.0485
H -20.8241 4.5326 -18.0878
O -18.0326 6.7740 -14.5153
H -18.3001 5.8926 -14.7758
H -18.1253 6.7812 -13.5626
O -16.9166 12.1739 -16.4714
H -17.4963 11.4203 -16.5823
H -16.6788 12.4271 -17.3633
O -19.2285 10.8559 -15.1488
H -20.1472 11.1131 -15.2257
H -19.1099 10.6643 -14.2185
O -16.9473 8.9230 -15.7738
H -17.1325 8.0896 -15.3410
H -17.8049 9.3351 -15.8781
```

Values from the calculation:
Orbital gap (spin up / spin down): 1.85 / 8.99 eV
⟨S²⟩: 0.75
Multiplicity: 2
E_LUMO (spin up / spin down): 2.201 / 2.195 eV
Calculated total energy: -2302.1057 a.u.
Net charge: -1


[2]
Entry from the OMol25 dataset: a 9-piece molecular cluster, C25H73Cl3O32P8 overall (ωB97M-V/def2-TZVPD).

Structure (XYZ):
```
141
C25H73Cl3O32P8, DFT ωB97M-V/def2-TZVPD
C -6.8470 -10.5707 6.4555
O -8.1185 -10.1794 7.0220
P -8.3413 -8.7306 7.6584
O -7.2256 -8.4552 8.6185
O -8.4853 -7.7720 6.3892
C -7.3005 -7.3816 5.7025
O -9.8461 -8.8183 8.2853
C -10.2639 -8.1262 9.4052
H -6.0023 -9.9455 6.7449
H -6.9415 -10.5655 5.3696
H -6.5471 -11.5486 6.8322
H -6.3123 -7.7006 6.0340
H -7.3050 -6.2919 5.7290
H -7.3901 -7.6581 4.6520
H -10.8758 -8.7758 10.0311
H -10.8084 -7.2436 9.0695
H -9.4208 -7.9005 10.0583
C 0.6075 -7.0777 9.6870
O 1.8717 -6.6250 9.9664
P 2.4664 -6.3084 11.4654
O 2.5723 -7.4708 12.3616
O 1.5933 -5.0723 11.9932
C 1.9365 -4.3353 13.1020
O 3.8931 -5.5712 11.0872
C 3.9186 -4.4002 10.2547
H 0.2792 -6.6792 8.7271
H -0.1276 -6.8027 10.4434
H 0.6359 -8.1673 9.6919
H 2.6688 -4.8227 13.7456
H 1.0285 -4.4589 13.6922
H 2.0332 -3.2782 12.8542
H 4.5025 -3.6100 10.7268
H 2.9476 -3.9643 10.0197
H 4.4026 -4.5818 9.2951
C -9.1401 -23.0176 7.7044
O -9.7715 -23.8940 8.6055
P -9.6520 -25.5373 8.5829
O -8.3548 -26.1066 9.1523
O -9.9618 -25.8829 7.0114
C -11.1796 -25.4628 6.3749
O -11.0743 -25.9479 9.3342
C -11.0595 -26.2425 10.7050
H -9.0235 -22.0426 8.1774
H -9.7574 -23.0115 6.8060
H -8.1613 -23.4066 7.4237
H -11.9710 -25.2106 7.0807
H -11.5182 -26.2586 5.7114
H -11.0625 -24.5536 5.7852
H -11.1254 -27.3254 10.8102
H -11.9259 -25.8571 11.2426
H -10.1753 -25.7954 11.1594
C 0.7097 -18.1940 12.7547
O -0.4299 -18.9448 13.2404
P -0.5427 -19.3558 14.8029
O 0.6763 -20.1208 15.2200
O -0.9191 -17.9433 15.5546
C 0.1259 -17.2652 16.2659
O -1.8928 -20.2242 14.9084
C -1.9804 -21.4233 14.1757
H 0.3681 -17.5435 11.9496
H 1.2542 -19.0049 12.2709
H 1.3963 -17.7020 13.4436
H -0.2582 -17.0884 17.2706
H 0.4197 -16.3053 15.8412
H 1.0462 -17.8403 16.3679
H -0.9959 -21.6965 13.7959
H -2.7563 -21.3561 13.4131
H -2.2556 -22.2284 14.8569
C -7.8447 -3.4084 19.0208
O -6.9434 -2.9089 18.0045
P -6.8915 -3.6154 16.4810
O -5.9142 -2.9462 15.5824
O -6.6511 -5.2183 16.7477
C -6.4973 -6.1018 15.6526
O -8.4120 -3.5643 15.9468
C -9.0120 -2.4175 15.4267
H -8.5241 -2.5743 19.1961
H -7.3624 -3.7476 19.9375
H -8.3754 -4.3010 18.6896
H -7.4902 -6.1521 15.2059
H -6.1565 -7.0611 16.0421
H -5.7958 -5.8053 14.8728
H -9.8638 -2.0509 15.9997
H -9.3739 -2.7142 14.4423
H -8.2929 -1.5986 15.4064
C -1.5381 -19.0545 2.2614
O -2.6320 -18.4873 2.9740
P -2.5279 -18.3396 4.6106
O -3.7913 -17.9352 5.2551
O -2.0011 -19.8133 5.0504
C -2.0984 -20.2238 6.4020
O -1.2927 -17.3614 4.8984
C -1.3383 -15.9496 4.6803
H -1.7251 -20.1049 2.0386
H -0.6459 -19.1326 2.8828
H -1.2371 -18.5023 1.3711
H -2.6805 -19.5881 7.0691
H -1.0741 -20.3695 6.7452
H -2.5894 -21.1841 6.5598
H -1.4838 -15.3956 5.6077
H -2.0964 -15.6245 3.9678
H -0.4177 -15.5898 4.2210
C -7.5820 -16.0422 21.3262
O -8.4948 -16.2188 22.4470
P -8.0352 -16.2446 23.9979
O -7.1827 -17.3945 24.4349
O -7.4866 -14.7555 24.3700
C -8.1999 -13.6019 24.0178
O -9.4515 -16.1584 24.7646
C -10.5039 -17.1159 24.5216
H -6.5947 -16.4534 21.5367
H -7.3715 -15.0122 21.0384
H -8.0419 -16.4797 20.4401
H -7.6967 -13.0214 23.2445
H -8.2440 -12.9129 24.8612
H -9.2255 -13.6841 23.6580
H -10.0982 -18.0653 24.1721
H -11.1943 -16.7544 23.7594
H -11.1315 -17.2213 25.4065
C -10.2779 -20.0511 15.1243
O -10.8917 -21.2588 15.4467
P -10.6790 -21.6929 17.0216
O -11.1178 -23.0741 17.2902
O -9.0295 -21.5870 17.2079
C -8.5224 -21.9797 18.4899
O -11.2251 -20.4415 17.9275
C -12.4990 -19.7685 17.6490
H -9.2825 -20.2971 14.7543
H -10.1758 -19.2787 15.8865
H -10.7609 -19.6061 14.2543
H -9.0667 -22.8648 18.8189
H -8.4141 -21.1960 19.2397
H -7.5092 -22.2850 18.2287
H -13.0717 -20.2805 16.8758
H -12.3701 -18.6942 17.5168
H -13.0722 -19.8753 18.5700
C -5.2604 -14.2621 12.1946
Cl -6.1363 -13.8545 13.6994
Cl -5.4254 -15.9902 11.7465
Cl -3.5718 -13.6747 12.1702
H -5.8550 -13.6885 11.4836
```

Values from the calculation:
Orbital gap: 10.47 eV
SMILES: COP(=O)(OC)OC.COP(=O)(OC)OC.COP(=O)(OC)OC.COP(=O)(OC)OC.COP(=O)(OC)OC.COP(=O)(OC)OC.COP(=O)(OC)OC.COP(=O)(OC)OC.ClC(Cl)Cl
E_LUMO: 0.138 eV
Energy above the lowest of the compared OMol25 structures with the same formula, charge and spin: 5.9708 eV
Calculated total energy: -7515.9832 a.u.
Net charge: 0


[3]
Entry from the OMol25 dataset: a 11-piece molecular cluster, C25H75FN15O10 overall (ωB97M-V/def2-TZVPD).

Structure (XYZ):
```
126
C25H75FN15O10, DFT ωB97M-V/def2-TZVPD
F -1.4024 0.2196 -1.5192
C 6.6832 0.3696 -5.1436
C 5.5659 -0.5837 -4.6462
C 4.1622 0.1937 -4.5717
O 4.0047 1.0583 -3.4915
C 4.3863 0.7007 -2.2127
N 5.5752 -1.5764 -5.6875
H 6.9784 1.0329 -4.3306
H 6.5444 0.9777 -6.0375
H 7.5480 -0.2728 -5.3098
H 5.7525 -1.1482 -3.7326
H 3.3750 -0.5451 -4.4214
H 3.9816 0.7578 -5.4868
H 3.5752 0.5881 -1.4933
H 4.9046 1.6025 -1.8867
H 5.0096 -0.1932 -2.1876
H 6.5379 -1.8767 -5.6322
H 5.5120 -1.0972 -6.5743
C -0.0715 -5.0592 1.8215
C 0.9374 -3.8952 1.5335
C 1.6850 -3.1780 2.7152
O 2.5352 -2.0529 2.4022
C 2.7761 -1.1472 3.5077
N 1.8906 -4.4842 0.5380
H -0.3435 -5.5584 0.8914
H -0.9737 -4.6615 2.2862
H 0.2702 -5.8693 2.4657
H 0.3922 -3.1251 0.9878
H 2.2829 -3.8766 3.3004
H 0.8529 -2.8841 3.3550
H 3.2803 -0.1894 3.3784
H 3.3722 -1.7248 4.2141
H 1.7854 -0.9147 3.8982
H 1.4451 -4.6114 -0.3596
H 2.5579 -3.7464 0.3635
C -2.5902 -3.4245 -0.6185
C -3.8984 -2.7008 -0.3043
C -3.9391 -2.2851 1.1851
O -3.4458 -3.3839 2.0184
C -3.3816 -3.1753 3.4494
N -3.9914 -1.4479 -1.0122
H -2.5165 -4.4243 -0.1908
H -1.7461 -2.7978 -0.3307
H -2.4111 -3.4701 -1.6927
H -4.7091 -3.3573 -0.6204
H -4.9759 -2.0800 1.4518
H -3.2484 -1.4725 1.4104
H -4.3327 -2.8106 3.8371
H -2.5684 -2.5032 3.7236
H -3.3225 -4.1825 3.8620
H -3.0409 -1.1088 -1.0531
H -4.5210 -0.7342 -0.5324
C 4.0737 2.6216 4.1274
C 4.3144 3.0965 2.7192
C 3.2465 2.4496 1.7528
O 3.2874 2.9599 0.4065
C 2.0714 2.6938 -0.3327
N 4.1073 4.5182 2.8208
H 4.7326 3.0657 4.8734
H 4.2972 1.5622 4.2529
H 3.1139 2.8933 4.5668
H 5.2881 2.8641 2.2880
H 2.2603 2.5613 2.2034
H 3.4303 1.3776 1.6806
H 2.0181 1.6315 -0.5711
H 1.9889 3.2626 -1.2588
H 1.1404 2.8043 0.2232
H 4.2510 4.8943 1.8945
H 4.7951 5.0186 3.3655
C -3.7317 2.3182 6.4681
C -3.7693 1.5894 5.1684
C -3.7670 2.5635 3.9270
O -3.4696 1.8954 2.7026
C -4.5913 1.4381 2.0099
N -2.6140 0.6903 5.0285
H -3.8025 1.7675 7.4061
H -4.5661 3.0029 6.6202
H -2.8498 2.9258 6.6709
H -4.6320 0.9231 5.1657
H -2.9185 3.2263 4.0965
H -4.6665 3.1644 3.7929
H -4.4330 1.2985 0.9406
H -5.3980 2.1650 2.1043
H -4.9459 0.5117 2.4616
H -2.4650 0.6852 4.0295
H -1.7104 1.0290 5.3265
C 0.1690 -2.3274 -3.2962
O 0.8456 -3.1568 -3.8903
N 0.1171 -2.2709 -1.9699
N -0.4749 -1.3379 -3.7734
H 0.2601 -3.0423 -1.3339
H -0.4037 -1.4469 -1.7054
H -0.8045 -0.7197 -3.0459
H -0.6137 -1.1803 -4.7613
C -0.3147 0.3362 1.8042
O -0.0884 0.4964 3.0053
N 0.4480 -0.2150 0.9164
N -1.3295 0.7856 1.2289
H 1.3836 -0.4474 1.2177
H 0.1292 -0.0007 -0.0177
H -2.0719 1.2514 1.7309
H -1.5363 0.5169 0.2775
C -1.9352 3.8173 -1.3093
O -2.0452 4.9608 -1.7110
N -2.4648 2.7598 -2.0238
N -1.2675 3.4260 -0.2774
H -3.1661 2.8319 -2.7470
H -2.1343 1.8565 -1.7157
H -0.6984 4.0269 0.3016
H -1.2070 2.4528 -0.0141
C 0.7197 1.7087 -4.1810
O 1.3366 1.7144 -5.2497
N -0.4183 2.2694 -4.0479
N 1.1510 1.1433 -3.0758
H -0.9905 2.6397 -4.7932
H -0.9025 1.9758 -3.2116
H 0.4479 1.0350 -2.3588
H 1.9804 0.5929 -3.2470
C -4.3389 -0.6687 -4.6459
O -4.7137 -0.5041 -5.8037
N -4.7174 -1.5572 -3.7949
N -3.3333 0.0204 -4.2006
H -5.3912 -2.2966 -3.9341
H -4.2371 -1.5271 -2.9070
H -3.0625 -0.1676 -3.2459
H -3.1422 0.9086 -4.6417
```

Values from the calculation:
Orbital gap: 8.98 eV
E_LUMO: 2.181 eV
Calculated total energy: -2671.2060 a.u.
Net charge: -1


[4]
Entry from the OMol25 dataset: a 10-piece molecular cluster, C25H75N5O10 overall (ωB97M-V/def2-TZVPD).

Structure (XYZ):
```
115
C25H75N5O10, DFT ωB97M-V/def2-TZVPD
C 9.5532 9.1408 7.1320
C 10.5840 8.8590 8.2037
C 10.0316 8.1986 9.5214
O 11.1746 7.8867 10.3597
C 11.3543 8.9483 11.2527
N 11.6959 8.0829 7.5754
H 10.0889 9.4609 6.2369
H 8.7761 9.8441 7.4372
H 9.0729 8.2195 6.8936
H 11.0421 9.8168 8.4878
H 9.5811 7.2606 9.1952
H 9.2638 8.8482 9.9337
H 11.4966 9.9741 10.8874
H 12.2862 8.7176 11.7920
H 10.5645 8.9455 12.0360
H 11.4151 7.4007 6.8828
H 12.3195 7.6936 8.2570
C 11.2754 13.8526 10.4005
C 12.2691 14.9571 10.1671
C 13.0370 15.2448 11.4364
O 12.1509 15.8203 12.4633
C 11.9222 17.1962 12.3055
N 13.2530 14.5413 9.1699
H 10.6208 13.7663 9.5241
H 10.6669 14.0356 11.2425
H 11.8258 12.9033 10.6281
H 11.6431 15.7661 9.8257
H 13.7950 16.0154 11.2234
H 13.4922 14.3049 11.8486
H 12.0465 17.5461 11.3125
H 12.6225 17.7505 12.9530
H 10.9326 17.3444 12.6231
H 12.7777 14.5920 8.2597
H 14.0081 15.2176 9.0630
C 19.0997 9.7664 10.1424
C 17.8012 10.0032 9.3985
C 16.6287 9.6500 10.2588
O 16.7218 8.3771 10.8466
C 16.4745 7.3587 9.8412
N 17.5402 11.4810 9.0219
H 19.0475 10.0771 11.2036
H 20.0567 10.2052 9.7408
H 19.3802 8.6922 10.1926
H 17.8410 9.4088 8.4535
H 15.6927 9.8921 9.7662
H 16.6408 10.4856 10.9867
H 17.4284 7.1717 9.3735
H 15.6781 7.6651 9.2197
H 16.1909 6.4467 10.3406
H 16.6808 11.4686 8.4483
H 18.2565 11.7523 8.3897
C 19.1532 10.1372 15.3329
C 17.8309 10.5517 14.8047
C 18.0049 11.9307 14.1196
O 18.8835 11.8043 12.9600
C 18.9373 12.9148 12.0759
N 17.3540 9.5772 13.8727
H 19.5899 10.8987 15.9417
H 19.8782 10.0621 14.4974
H 19.0841 9.1872 15.8468
H 17.0924 10.6896 15.5793
H 18.4326 12.6652 14.8506
H 17.0371 12.2464 13.7808
H 17.9172 13.2235 11.8074
H 19.3549 12.5812 11.1585
H 19.4495 13.7122 12.6046
H 16.4424 9.8526 13.5618
H 18.0371 9.5901 13.0961
C 14.2843 15.7034 15.9500
C 13.4193 14.5243 16.1927
C 12.0055 14.8651 16.6609
O 11.9572 15.7168 17.7712
C 10.7530 16.3507 18.0105
N 13.2498 13.6203 15.0237
H 13.7727 16.2551 15.1694
H 15.3342 15.4230 15.6690
H 14.2449 16.3801 16.8474
H 13.7634 13.8169 16.9650
H 11.4017 13.9527 16.8426
H 11.4791 15.4261 15.8448
H 10.8786 17.3396 18.5567
H 10.0610 15.7058 18.6041
H 10.2494 16.6039 17.0060
H 12.9752 14.1734 14.2194
H 14.1430 13.1503 14.7725
C 14.1860 7.9504 14.9397
O 14.1075 9.3427 15.1127
H 14.3480 7.7357 13.8367
H 15.0589 7.5378 15.4451
H 13.2671 7.3406 15.2875
H 13.2058 9.6549 14.8949
C 13.5263 11.0161 8.4295
O 14.5183 11.9956 8.7394
H 13.9175 10.3160 7.7135
H 13.3652 10.4180 9.3363
H 12.6430 11.4456 7.9574
H 14.0379 12.8202 9.0330
C 10.7949 11.1179 16.0178
O 11.7977 11.0877 14.9842
H 9.9549 11.6427 15.6976
H 10.5085 10.1157 16.2436
H 11.3205 11.4973 16.8959
H 12.1629 11.9904 15.0809
C 16.9338 14.6574 9.0417
O 16.1041 15.6947 9.5841
H 16.5287 13.6626 9.3008
H 16.8911 14.7781 7.9274
H 17.9468 14.7551 9.4292
H 16.2752 15.7391 10.5336
C 14.1554 11.0546 12.3569
O 14.7828 12.1957 11.7349
H 14.5670 11.0206 13.3470
H 13.0551 11.0082 12.4324
H 14.6176 10.1096 11.9530
H 14.9396 12.0611 10.7912
```

Values from the calculation:
Orbital gap: 9.02 eV
SMILES: COC[C@H](C)N.COC[C@H](C)N.COC[C@H](C)N.COC[C@H](C)N.COC[C@H](C)N.CO.CO.CO.CO.CO
E_LUMO: 0.526 eV
Energy above the lowest of the compared OMol25 structures with the same formula, charge and spin: 1.4534 eV
Calculated total energy: -2023.4665 a.u.
Net charge: 0